1.
The following is a quantum chemistry calculation of one molecule with the formula C4H6F3NO2 in a non-equilibrium geometry, from the OMol25 dataset.

Geometry (Å):
C -0.284 -1.719 2.259
C -0.577 -1.523 0.722
C -0.276 -0.157 0.362
N 0.397 0.150 -0.668
O 1.028 -0.409 -1.497
O 0.375 1.822 -0.942
C 0.506 2.323 -2.146
F 0.541 3.632 -2.014
F -0.467 2.110 -2.982
F 1.695 2.013 -2.691
H -0.756 -0.838 2.842
H 0.766 -1.738 2.632
H -0.784 -2.610 2.504
H -1.545 -1.600 0.426
H 0.106 -2.247 0.405
H -0.723 0.790 0.786

SMILES: CC/C=[N+](\[O-])OC(F)(F)F
LUMO, Eh: -0.00122
2S+1: 1
Kohn-Sham gap, eV: 10.0583

2.
The following is a quantum chemistry calculation of one molecule with the formula C4H6FIO3S in a non-equilibrium geometry, from the OMol25 dataset.

Geometry (Å):
O 1.792 -2.250 0.628
S 1.057 -1.293 1.522
O 1.420 0.279 1.108
C 1.364 0.549 -0.303
C 0.028 1.339 -0.595
C -1.212 0.488 -0.101
I -1.964 1.121 1.844
C -0.983 -1.070 -0.081
F -2.248 -1.641 -0.345
O -0.584 -1.614 1.169
H 2.210 1.252 -0.546
H 1.486 -0.338 -0.969
H 0.067 2.257 0.059
H -0.042 1.700 -1.650
H -2.058 0.669 -0.821
H -0.333 -1.448 -0.918

LUMO, Eh: 0.00791
2S+1: 1
Kohn-Sham gap, eV: 9.9314

3.
The following is a quantum chemistry calculation of a 2-piece molecular cluster, C4H6FN overall in a non-equilibrium geometry, from the OMol25 dataset.

Geometry (Å):
C 1.419 -0.171 -3.176
C -0.277 0.306 0.014
C 1.164 -0.623 -1.969
C -0.807 -0.300 2.396
N -0.230 -0.280 1.048
F 1.777 -1.776 -1.519
H 2.032 -0.607 -3.868
H 0.919 0.720 -3.423
H -0.461 1.255 -0.504
H -1.559 0.370 2.484
H 0.190 -0.145 3.008
H -1.337 -1.247 2.610

<S²>: 2.016
LUMO (alpha / beta), Eh: 0.04060 / -0.04039
2S+1: 3
Kohn-Sham gap (alpha / beta), eV: 7.0900 / 8.7811

4.
The following is a quantum chemistry calculation of C4H6FN2O2 as an isolated structure in a non-equilibrium geometry, from the OMol25 dataset.

Geometry (Å):
C -1.011 -1.387 -0.152
C 0.411 -0.360 -1.748
C -0.155 -1.012 0.883
C 0.290 0.885 0.347
N -0.469 -1.202 -1.358
N 0.685 0.739 -1.056
O 1.267 0.979 1.208
O -0.832 1.649 0.435
F -0.426 -1.180 2.213
H -2.038 -1.596 -0.160
H 0.770 -0.512 -2.838
H 0.796 -1.298 0.591
H 1.115 1.499 -1.578
H 1.133 1.374 2.116
H -1.535 1.424 1.098

Charge: +1
LUMO, Eh: -0.21213
2S+1: 1
Kohn-Sham gap, eV: 8.3569

5.
The following is a quantum chemistry calculation of one molecule with the formula C4H6FN3 in a non-equilibrium geometry, from the OMol25 dataset.

Geometry (Å):
H -0.701 -1.867 -1.440
N 0.165 -1.406 -1.548
C 0.275 -0.384 -0.788
C 1.428 0.577 -0.725
F 2.675 -0.076 -0.615
C 1.149 1.373 0.559
N -0.008 1.021 1.033
N -0.548 0.096 0.176
C -1.689 -0.617 0.874
H 1.506 1.338 -1.520
H 1.742 2.175 0.883
H -2.215 0.235 1.414
H -2.386 -1.008 0.166
H -1.392 -1.457 1.529

SMILES: [H]/N=C1/[C@H](F)C=NN1C
LUMO, Eh: 0.01682
2S+1: 1
Kohn-Sham gap, eV: 9.4890

6.
The following is a quantum chemistry calculation of one molecule with the formula C4H6FNOS in a non-equilibrium geometry, from the OMol25 dataset.

Geometry (Å):
C 0.387 -1.542 -1.173
C 0.377 -0.199 -0.443
N 1.052 0.884 -0.819
S 1.899 0.580 -2.212
O -0.575 -0.277 0.544
C -0.651 0.836 1.319
C -1.508 0.818 2.391
F -2.116 -0.474 2.565
H -0.493 -2.096 -0.590
H 0.020 -1.589 -2.162
H 1.339 -2.046 -0.961
H 2.224 1.821 -2.330
H -0.004 1.699 0.963
H -1.950 1.586 2.907

SMILES: C/C(=N\S)O/C=C\F
LUMO, Eh: 0.03102
2S+1: 1
Kohn-Sham gap, eV: 9.3408

7.
The following is a quantum chemistry calculation of C4H6FNOS as an isolated structure in a non-equilibrium geometry, from the OMol25 dataset.

Geometry (Å):
C -1.549 0.865 0.523
C 0.475 0.106 -0.278
C 1.365 1.313 -0.258
C 1.310 -1.032 0.033
H -3.329 -1.424 -1.003
H -0.753 1.457 0.961
H 0.902 2.263 -0.680
H 2.394 1.361 -0.055
H 2.296 -0.727 0.598
H 1.554 -1.525 -0.914
N -0.871 -0.058 -0.435
O -2.707 1.015 0.702
F 0.695 -1.910 1.078
S -1.783 -1.704 -0.273

LUMO, Eh: -0.01341
2S+1: 1
Kohn-Sham gap, eV: 8.5739

8.
The following is a quantum chemistry calculation of one molecule with the formula C4H6FNOS in a non-equilibrium geometry, from the OMol25 dataset.

Geometry (Å):
C -0.008 2.125 1.679
C -0.670 0.948 1.225
S -0.093 -0.627 1.231
C 0.244 -0.998 -0.607
C -0.921 -1.574 -1.490
F -2.131 -0.842 -1.240
N 1.317 -0.924 -1.117
O 2.495 -0.516 -0.456
H -0.598 3.038 1.340
H 1.133 2.316 2.261
H -1.533 1.239 0.654
H -0.571 -1.661 -2.596
H -0.887 -2.736 -1.129
H 2.223 0.213 0.245

SMILES: C=CS/C(CF)=N\O
LUMO, Eh: 0.00721
2S+1: 1
Kohn-Sham gap, eV: 9.4108

9.
The following is a quantum chemistry calculation of one molecule with the formula C4H6FNS in a non-equilibrium geometry, from the OMol25 dataset.

Geometry (Å):
C -0.972 0.407 -1.433
C -0.312 0.224 -0.299
C 0.512 1.404 0.364
F 0.208 2.563 -0.516
N -0.221 -1.070 0.162
C 0.453 -1.742 1.145
S 1.710 -1.023 1.853
H -1.435 -0.585 -1.529
H -1.094 1.299 -2.240
H 0.330 1.665 1.359
H 1.622 1.318 0.044
H -0.767 -1.763 -0.303
H -0.035 -2.697 1.394

SMILES: C=C(CF)NC=S
LUMO, Eh: 0.00202
2S+1: 1
Kohn-Sham gap, eV: 8.7037

10.
The following is a quantum chemistry calculation of one molecule with the formula C4H6FNS2 in a non-equilibrium geometry, from the OMol25 dataset.

Geometry (Å):
N 1.863 0.747 1.445
C 1.827 -0.228 0.442
C 1.757 -0.001 -1.011
C 0.560 -0.624 -0.416
F 0.458 -2.005 -0.505
C -0.784 -0.034 -0.126
S -2.045 -0.815 0.480
S -0.719 1.736 -0.443
H 1.109 0.506 2.081
H 1.495 1.634 1.063
H 2.400 -1.082 0.748
H 2.370 -0.655 -1.616
H 1.550 0.970 -1.394
H -2.017 2.023 -0.382

SMILES: N[C@@H]1C[C@]1(F)C(=S)S
LUMO, Eh: -0.01811
2S+1: 1
Kohn-Sham gap, eV: 8.4452

11.
The following is a quantum chemistry calculation of one molecule with the formula C4H6FP in a non-equilibrium geometry, from the OMol25 dataset.

Geometry (Å):
F 3.214 -0.517 -0.870
C 1.904 -0.698 -0.602
P 0.710 0.583 -1.604
C -0.473 0.405 -0.474
C -1.707 0.955 0.131
C -0.895 -0.039 0.870
H 1.788 -0.700 0.484
H 1.579 -1.713 -1.092
H -1.772 1.982 0.684
H -2.610 0.517 -0.242
H -1.362 -1.110 0.923
H -0.377 0.335 1.793

SMILES: FCP=C1CC1
LUMO, Eh: 0.00599
2S+1: 1
Kohn-Sham gap, eV: 9.4036

12.
The following is a quantum chemistry calculation of C4H6FeO2 as an isolated structure in a non-equilibrium geometry, from the OMol25 dataset.

Geometry (Å):
H -0.531 0.644 -1.519
O 1.587 0.352 -2.153
C 0.589 0.422 -1.290
C 0.654 1.150 -0.136
C -0.464 1.498 0.842
C -1.598 0.510 0.881
O -1.291 -0.781 1.062
Fe 0.487 -1.153 0.668
H 2.260 -0.275 -1.863
H 1.643 1.563 0.099
H -0.850 2.497 0.589
H -0.007 1.603 1.848
H -2.580 0.845 1.236

<S²>: 8.763
Charge: +1
LUMO (alpha / beta), Eh: -0.23341 / -0.24014
2S+1: 6
Kohn-Sham gap (alpha / beta), eV: 4.7444 / 8.1454